# 1
DFT (ωB97M-V/def2-TZVPD) results for a cluster of 2 separate species, CH2N2OS2 in total in a non-equilibrium geometry.

Results
- ΔE to the lowest compared entry with this formula, charge and spin (kcal per mole) = 72.5
- gap between HOMO and LUMO (Ha) = 0.32354
- spin multiplicity = 1
- total energy (eV) = -27763.1453
- max |F| (eV/A) = 3.73
- charge = 0

CARTESIAN COORDINATES (ANGSTROEM)
1 S 1.58076 -1.69758 0.26228
2 S 1.70776 1.31850 -0.10862
3 O -3.78295 0.00903 -0.26928
4 N -1.66199 0.25759 0.41495
5 N -2.71300 0.18398 0.09464
6 C 1.41905 -0.31976 -0.63882
7 H 1.82238 -1.39670 1.62846
8 H 1.62798 1.64494 -1.38361

# 2
DFT (ωB97M-V/def2-TZVPD) results for a structure of composition CH2N2S in a non-equilibrium geometry.

Results
- ΔE to the lowest compared entry with this formula, charge and spin (kcal per mole) = 36.1
- gap between HOMO and LUMO (Ha) = 0.32562
- spin multiplicity = 1
- total energy (eV) = -14882.0137
- max |F| (eV/A) = 6.70
- charge = 0

CARTESIAN COORDINATES (ANGSTROEM)
1 S -1.04976 -1.19346 0.07291
2 N 2.36012 0.22257 -0.05043
3 N -0.06003 0.15697 0.05725
4 C 1.22955 0.12416 -0.00096
5 H -0.48404 1.30950 0.60054
6 H -1.99584 -0.61974 -0.67932

# 3
DFT (ωB97M-V/def2-TZVPD) results for a cluster of 2 separate species, CH2N2S2 in total in a non-equilibrium geometry.

Results
- ΔE to the lowest compared entry with this formula, charge and spin (kcal per mole) = 38.7
- gap between HOMO and LUMO (alpha / beta) (Ha) = 0.27299 / 0.27311
- spin multiplicity = 1
- total energy (eV) = -25717.5345
- max |F| (eV/A) = 2.92
- charge = 0

CARTESIAN COORDINATES (ANGSTROEM)
1 S 4.08317 0.40930 -0.61996
2 S -1.59391 1.70546 -0.20447
3 N -0.24530 1.59363 -0.96895
4 N 2.50160 -0.31890 1.46578
5 C 3.20727 0.10748 0.59955
6 H 0.22526 2.51694 -1.19256
7 H 2.27536 0.09498 2.29409

# 4
DFT (ωB97M-V/def2-TZVPD) results for a structure of composition CH2N2S4 in a non-equilibrium geometry.

Results
- ΔE to the lowest compared entry with this formula, charge and spin (kcal per mole) = 25.4
- gap between HOMO and LUMO (Ha) = 0.31787
- spin multiplicity = 1
- total energy (eV) = -47387.8782
- max |F| (eV/A) = 3.23
- charge = 0

CARTESIAN COORDINATES (ANGSTROEM)
1 S 1.21688 2.02252 -0.70536
2 S 2.25028 2.05540 1.19229
3 S 0.95846 -1.63818 -1.16368
4 S -0.57310 -0.32778 -1.12226
5 N 1.20178 1.22163 1.97309
6 N 0.25579 0.62338 1.63359
7 C -0.20212 1.10147 -0.16150
8 H -1.16340 1.78012 -0.05681
9 H 1.58422 -0.84143 -2.09804

- Which formula does entry 1 have?
  CH2N2OS2

- Among the records above, which one has the lowest total energy?
  CH2N2S4

- What is the total energy in the third record?
  -25717.5345 eV